C5H8O3 | the ωB97M-V functional and the def2-TZVPD basis

CARTESIAN COORDINATES (ANGSTROEM)
O -0.88208 1.24712 -0.66778
O -0.77225 0.43036 1.47224
O 0.30899 -0.72898 -0.26113
C -0.65632 -1.64239 -0.77555
C -0.10679 0.51441 0.24108
C -1.97148 -1.72521 -0.56121
C 1.21189 1.31013 0.56986
C 2.47571 0.98764 0.26798
H -2.52651 -1.02195 0.04946
H -0.42382 2.07506 -0.86755
H -0.14631 -2.33976 -1.43265
H -2.55108 -2.52004 -1.02307
H 1.03980 2.22368 1.13523
H -1.02859 -0.49994 1.53558
H 3.30507 1.60799 0.59541
H 2.72379 0.08189 -0.27790

Summary:
Kohn-Sham gap: 0.3888 Eh
Structure (SMILES): C=COC(O)(O)C=C
Energy above the lowest of the compared OMol25 structures with the same formula, charge and spin: 220.2 kJ/mol
Calculated total energy: -420.97221 Eh

=====

C5H8O3 | the ωB97M-V functional and the def2-TZVPD basis

CARTESIAN COORDINATES (ANGSTROEM)
O 2.26563 -0.79540 -0.15387
O -1.11523 -0.96180 -0.28120
O 0.48276 2.19259 -0.18508
C -2.39809 -0.31124 -0.07955
C 0.00324 1.14107 -0.54707
C 0.19057 -0.00427 1.55028
C 1.11717 -1.00687 -0.52374
C 0.02223 -0.23514 0.04964
H 0.90851 -1.75944 -1.26044
H -3.01225 -0.60202 -0.98950
H 1.49363 -0.19202 1.73529
H -2.36874 0.78253 -0.17369
H -2.83897 -0.52489 0.87530
H -0.11416 1.25449 1.87164
H -0.24334 1.00872 -1.72965
H -0.50064 -0.95183 1.93497

Summary:
Kohn-Sham gap: 0.3582 Eh
Structure (SMILES): COC(C)(C=O)C=O
Energy above the lowest of the compared OMol25 structures with the same formula, charge and spin: 432.4 kJ/mol
Calculated total energy: -420.89136 Eh

=====

C5H8O3S2 | the ωB97M-V functional and the def2-TZVPD basis

CARTESIAN COORDINATES (ANGSTROEM)
S 0.43655 1.04675 1.07641
S -0.80604 -1.50228 -0.67224
O 1.87429 -0.69051 -0.41211
O 1.04796 0.89277 -2.41265
O 1.37624 1.89250 0.28792
C 0.73112 -0.80881 0.25046
C 0.93683 -1.69391 1.50594
C -2.63055 0.95874 0.05356
C -1.65735 -0.02904 -0.29396
C -1.14153 1.05927 0.29104
H 1.71603 -0.08303 -1.17695
H -3.14457 1.47673 -0.74451
H -0.06654 -1.73559 1.99711
H 1.00504 -2.80333 1.20775
H 0.10419 1.12209 -2.15196
H 1.89154 -1.42985 2.01787
H -3.20552 0.90231 0.97468
H 1.53232 1.42519 -1.79838

Summary:
Kohn-Sham gap: 0.3370 Eh
Energy above the lowest of the compared OMol25 structures with the same formula, charge and spin: 216.7 kJ/mol
Calculated total energy: -1217.24874 Eh

=====

C5H8O4 | the ωB97M-V functional and the def2-TZVPD basis

CARTESIAN COORDINATES (ANGSTROEM)
O 2.02405 -1.29657 -2.95140
O 0.29556 0.03416 -3.13909
O 1.52329 0.74289 1.81187
O -0.35335 1.83806 2.34362
C 0.37130 1.07931 1.68988
C -2.15249 -0.33120 0.95186
C 1.17562 -0.59168 -2.43167
C -0.53506 0.09402 0.77243
C 1.42030 0.00053 -1.00861
H -2.31268 -1.30843 0.74976
H 2.38983 -0.21487 -0.60332
H -2.74632 0.36166 0.36448
H -0.62526 0.62314 -0.13610
H -0.03994 -0.83345 0.77167
H -2.54629 -0.24863 1.95374
H 1.02427 0.92761 -0.78491
H 1.08718 -0.87653 -0.35420

Summary:
Kohn-Sham gap (alpha / beta): 0.2906 / 0.1286 Eh
Charge: -1
Energy above the lowest of the compared OMol25 structures with the same formula, charge and spin: 275.5 kJ/mol
Calculated total energy: -496.18011 Eh
Spin multiplicity: 2
<S²>: 0.757

=====

C5H8O4 | the ωB97M-V functional and the def2-TZVPD basis

CARTESIAN COORDINATES (ANGSTROEM)
O 0.94862 -1.66368 -1.42681
O -1.63617 1.72747 -1.65307
O 2.32873 -3.43325 -1.23083
O -3.55160 1.12355 -0.73196
C 2.03518 -2.19420 -1.18460
C -1.71885 0.57977 1.80285
C 3.12100 -1.30339 -0.81125
C -2.32021 1.38182 -0.71243
C -1.50822 1.58010 0.69684
H -1.11365 0.89050 2.64379
H -0.58286 1.80158 0.38650
H -1.44920 -0.42927 1.40032
H 2.92966 -0.31575 -0.30123
H -1.93213 2.56652 1.11493
H 3.59749 -1.01451 -1.82616
H -2.85564 0.62578 2.04874
H 3.70783 -1.92306 -0.21562

Summary:
Kohn-Sham gap: 0.2815 Eh
Charge: -2
Energy above the lowest of the compared OMol25 structures with the same formula, charge and spin: 154.6 kJ/mol
Calculated total energy: -496.26695 Eh

=====

C5H8O4 | the ωB97M-V functional and the def2-TZVPD basis

CARTESIAN COORDINATES (ANGSTROEM)
O 1.16051 1.02812 -1.20602
O -1.69396 0.85178 0.95961
O 0.77712 1.46264 1.03715
O -1.57705 0.71667 -1.28134
C 1.26826 -0.86362 0.18780
C 0.62732 0.53242 -0.02540
C 0.17933 -1.84862 0.14815
C -0.99703 -1.38472 -0.02300
C -1.14261 0.13522 -0.03503
H 1.69733 1.87946 0.88275
H 2.05730 -1.13648 -0.49333
H 1.82718 -0.99411 1.22398
H -2.43196 1.11555 -1.13180
H 0.66108 1.79689 -1.45955
H 0.56867 -2.88389 0.27987
H -1.94572 -1.89659 -0.27899
H -1.03576 1.48928 1.21517

Summary:
Kohn-Sham gap: 0.3625 Eh
Structure (SMILES): OC1(O)C=CCC1(O)O
Energy above the lowest of the compared OMol25 structures with the same formula, charge and spin: 205.6 kJ/mol
Calculated total energy: -496.22436 Eh

=====

C5H8O4Tm | the ωB97M-V functional and the def2-TZVPD basis

CARTESIAN COORDINATES (ANGSTROEM)
Tm -1.26247 -1.04120 -0.07036
O -0.74538 -0.60125 -1.96375
O -3.10540 -4.16680 0.38532
O -1.39873 0.01639 1.63725
O 0.76671 0.24775 0.07771
C 1.06894 0.77711 -1.20816
C 0.56188 -0.23406 -2.23189
C -0.24414 0.53028 2.20076
C 0.64014 1.18299 1.14263
C -2.58204 -3.12035 0.14340
H 1.63328 1.45610 1.53571
H 0.53111 1.73300 -1.33093
H 1.24914 -1.10961 -2.21759
H 0.14931 2.09282 0.75585
H 0.35482 -0.25851 2.70750
H 0.68103 0.23015 -3.23285
H -0.44923 1.30038 2.97259
H 2.15102 0.96480 -1.30317

Summary:
Kohn-Sham gap (alpha / beta): 0.2055 / 0.3678 Eh
Calculated total energy: -1581.45425 Eh
Spin multiplicity: 4
<S²>: 3.753

=====

C5H8OS | the ωB97M-V functional and the def2-TZVPD basis

CARTESIAN COORDINATES (ANGSTROEM)
S -1.61101 0.08546 -1.15170
O 0.29462 -2.13776 0.56427
C 0.49811 -1.59820 -0.54430
C 1.37643 -0.42433 -0.73253
C 1.97754 0.13175 0.35991
C -1.14034 1.29202 0.01613
C -1.84753 0.19983 0.64988
H -0.08037 1.48265 0.14405
H -1.12916 -0.43972 1.27816
H -2.87787 0.44659 1.12905
H 1.96660 -0.37916 1.25670
H 1.37312 0.15571 -1.74557
H -1.63015 2.29842 -0.07070
H 2.54770 1.12563 0.28905
H 0.28230 -2.23888 -1.44239

Summary:
Kohn-Sham gap: 0.3421 Eh
Structure (SMILES): C=CC=O.C1CS1
Energy above the lowest of the compared OMol25 structures with the same formula, charge and spin: 256.0 kJ/mol
Calculated total energy: -668.64104 Eh

=====

C5H8OS | the ωB97M-V functional and the def2-TZVPD basis

CARTESIAN COORDINATES (ANGSTROEM)
S -1.77116 -0.00631 0.21756
O 0.92923 2.86977 -0.06888
C 0.95497 -0.21528 -1.85042
C 1.00088 -0.10402 -0.35843
C -1.40104 -1.51716 1.21737
C -0.19119 0.76286 0.08818
C 0.06726 2.13098 0.35706
H 0.02071 -0.46382 -2.30503
H -1.10587 -2.30721 0.42106
H -0.55260 2.55874 1.16397
H 2.06769 0.35011 -0.09391
H 0.94575 -1.19482 -0.03802
H -0.49766 -1.42242 1.87439
H 1.82504 0.25372 -2.25649
H -2.29204 -1.69515 1.63158

Summary:
Kohn-Sham gap (alpha / beta): 0.2650 / 0.3086 Eh
Energy above the lowest of the compared OMol25 structures with the same formula, charge and spin: 405.7 kJ/mol
Calculated total energy: -668.58400 Eh

=====

C5H8OS | the ωB97M-V functional and the def2-TZVPD basis

CARTESIAN COORDINATES (ANGSTROEM)
S -1.11800 1.59900 -0.17087
O 0.25197 -1.68027 -0.06784
C 0.59588 -1.15891 -1.34138
C 1.23872 0.19931 -1.03893
C 0.08237 -0.68029 0.84616
C 0.42598 0.69131 0.21372
C -0.29806 -0.98542 2.10678
H 2.24511 -0.01930 -0.74082
H -0.21847 -0.27833 2.92794
H -0.74904 2.40322 -1.17685
H 1.27157 0.88465 -1.86429
H 1.15231 -1.90791 -1.94274
H 0.99080 1.30067 0.95262
H -0.35935 -0.97221 -1.86614
H -0.73000 -1.94857 2.26890

Summary:
Kohn-Sham gap: 0.3449 Eh
Structure (SMILES): C=C1OCC[C@H]1S
Energy above the lowest of the compared OMol25 structures with the same formula, charge and spin: 100.0 kJ/mol
Calculated total energy: -668.70044 Eh

=====

C5H8OS2 | the ωB97M-V functional and the def2-TZVPD basis

CARTESIAN COORDINATES (ANGSTROEM)
S -1.22343 0.16100 1.06355
S 1.95396 1.44655 1.29230
O -2.08464 -0.35270 2.07638
C 1.36729 0.05075 -1.12271
C 1.98952 1.06016 -0.46193
C -1.08575 2.00393 0.98274
C 0.37431 0.09788 1.92432
C 0.57180 -0.80955 2.85094
H -2.09596 2.25847 1.06677
H -0.47257 2.20191 1.81021
H 1.05784 -0.73385 -0.47813
H -0.72835 2.14524 -0.00701
H 2.55920 1.68656 -1.03332
H 1.39467 -0.77185 3.59155
H -0.19004 -1.56694 2.92356
H 1.13921 0.12709 -2.16664

Summary:
Kohn-Sham gap: 0.3235 Eh
Energy above the lowest of the compared OMol25 structures with the same formula, charge and spin: 431.9 kJ/mol
Calculated total energy: -1066.76685 Eh

=====

C5H8OS2 | the ωB97M-V functional and the def2-TZVPD basis

CARTESIAN COORDINATES (ANGSTROEM)
S -3.85181 -0.49699 0.37291
S -0.21644 -1.66372 0.04374
O -5.17192 0.16978 0.11442
C 2.31159 -0.38110 0.38832
C -2.64060 0.80296 0.01593
C -0.13379 -0.20049 0.96680
C -2.84675 -0.03536 -1.20198
C 0.87709 -0.13888 -0.02426
H 2.25181 -0.94611 1.38562
H -3.47994 0.36306 -1.90048
H -0.43956 -0.14930 2.02308
H -2.11471 -0.77994 -1.52628
H 0.82383 0.64906 -0.91457
H -3.26129 1.74597 0.04994
H 2.94120 -1.01962 -0.36271
H 2.93341 0.51167 0.53108

Summary:
Kohn-Sham gap (alpha / beta): 0.3035 / 0.2547 Eh
Energy above the lowest of the compared OMol25 structures with the same formula, charge and spin: 664.5 kJ/mol
Calculated total energy: -1066.67827 Eh

=====

C5H8OS2 | the ωB97M-V functional and the def2-TZVPD basis

CARTESIAN COORDINATES (ANGSTROEM)
S 1.78036 0.31379 -1.52447
S 0.52583 2.79648 -0.38051
O -0.77748 -0.81600 -2.44275
C -0.75496 0.22650 -0.30242
C -0.46751 -1.02787 0.54333
C -1.48884 -0.35702 -1.55607
C 0.19160 -0.63422 1.86236
C 0.53202 1.01420 -0.62347
H -0.40241 -0.03073 2.51509
H 0.94661 0.08051 1.54332
H 1.78818 3.03375 -0.73362
H 0.44596 -1.53174 2.24010
H 0.20707 -1.65925 0.04094
H -1.38221 0.95947 0.13851
H 0.27048 -0.72377 -2.15793
H -1.41471 -1.64410 0.83761

Summary:
Kohn-Sham gap (alpha / beta): 0.2616 / 0.2615 Eh
Energy above the lowest of the compared OMol25 structures with the same formula, charge and spin: 363.5 kJ/mol
Calculated total energy: -1066.79293 Eh

=====

C5H8OS2 | the ωB97M-V functional and the def2-TZVPD basis

CARTESIAN COORDINATES (ANGSTROEM)
S 0.28598 1.27548 1.86124
S -1.21773 -0.06566 -1.74132
O 1.03510 -1.57425 1.24652
C -0.90398 0.56603 0.64065
C -1.61601 -0.61549 0.06324
C 1.31618 -0.67891 0.17323
C 0.51213 0.59005 0.14365
C 0.23222 1.11743 -1.25665
H -2.69473 -0.71598 0.16720
H 1.09624 -1.24954 -0.75197
H 1.27590 -1.10496 2.05008
H -0.14830 2.09598 -1.26838
H -1.48343 1.44159 0.31494
H 2.38737 -0.46763 0.19368
H 0.98943 0.96052 -1.99064
H -1.06636 -1.57467 0.15454

Summary:
Kohn-Sham gap: 0.3410 Eh
Structure (SMILES): OC[C@@]12CSC[C@H]1S2
Energy above the lowest of the compared OMol25 structures with the same formula, charge and spin: 253.7 kJ/mol
Calculated total energy: -1066.83474 Eh

=====

C5H8OSe | the ωB97M-V functional and the def2-TZVPD basis

CARTESIAN COORDINATES (ANGSTROEM)
Se -1.81863 -0.22917 -1.24450
O -0.26174 1.47918 2.36177
C 1.06844 0.11906 0.79554
C 0.06037 -0.81552 -1.36198
C -1.55046 1.21643 -0.08425
C 0.01329 0.95534 1.31973
C 0.62206 -1.16565 0.02625
H 1.60689 -1.60625 -0.02035
H -0.03987 -1.63617 -2.17301
H 1.67765 -0.31067 1.65741
H -0.95625 1.96610 -0.54925
H -2.32278 1.27024 0.69146
H 1.47181 0.80002 0.07369
H -0.09612 -1.94803 0.49879
H 0.52534 -0.09490 -1.99129

Summary:
Kohn-Sham gap: 0.3039 Eh
Energy above the lowest of the compared OMol25 structures with the same formula, charge and spin: 167.7 kJ/mol
Calculated total energy: -2671.86758 Eh

=====

C5H8S | the ωB97M-V functional and the def2-TZVPD basis

CARTESIAN COORDINATES (ANGSTROEM)
S -3.33956 -0.72615 -0.18384
C -2.18506 0.11481 0.56896
C -1.23478 1.03380 -0.28514
C 2.16419 -0.86695 -0.06146
C 0.22788 0.77368 0.00064
C 0.71625 -0.43197 -0.01994
H 2.90843 -0.08447 -0.00182
H 2.29150 -1.46296 -1.00126
H -1.58231 2.03138 -0.00856
H 0.92708 1.63586 0.02929
H 2.21002 -1.56099 0.79094
H -1.94522 -0.03227 1.65526
H 0.17823 -1.33765 -0.11781
H -1.33664 0.91388 -1.36523

Summary:
Kohn-Sham gap: 0.3140 Eh
Structure (SMILES): C/C=C/CC=S
Energy above the lowest of the compared OMol25 structures with the same formula, charge and spin: 145.7 kJ/mol
Calculated total energy: -593.43275 Eh

=====

C5H8S | the ωB97M-V functional and the def2-TZVPD basis

CARTESIAN COORDINATES (ANGSTROEM)
S -3.31337 1.93039 -1.34138
C 1.21003 0.05082 0.46835
C -1.97641 0.98468 -1.42539
C 0.02469 0.11080 -0.39442
C -1.00141 0.96922 -0.31808
C 1.20293 -1.29512 1.13610
H 2.13427 -1.60784 1.53363
H 2.17195 0.14969 -0.08939
H -0.19160 -0.74875 -0.96690
H 1.26934 0.81195 1.23592
H -1.75873 0.21396 -2.22363
H -1.16425 1.78512 0.44498
H 0.28603 -1.34807 1.76405
H 1.10653 -2.00685 0.17615

Summary:
Kohn-Sham gap: 0.2966 Eh
Structure (SMILES): CC/C=C/C=S
Energy above the lowest of the compared OMol25 structures with the same formula, charge and spin: 150.7 kJ/mol
Calculated total energy: -593.43084 Eh

=====

C5H8S | the ωB97M-V functional and the def2-TZVPD basis

CARTESIAN COORDINATES (ANGSTROEM)
S -0.69387 0.37775 1.92543
C -0.01852 -0.33151 0.45914
C -0.62713 1.01077 0.27781
C -1.74996 1.16983 -0.68751
C 1.95585 -1.72785 -0.00342
C 1.43834 -0.56482 0.32658
H 1.40777 -2.65375 -0.12581
H -2.04825 2.16690 -0.75400
H -0.69057 -1.02602 -0.05194
H 3.01024 -1.87195 -0.02856
H 0.08770 1.79607 0.20088
H -2.72262 0.56343 -0.52029
H -1.40435 0.88513 -1.71227
H 2.05536 0.20604 0.69396

Summary:
Kohn-Sham gap: 0.3624 Eh
Structure (SMILES): C=C[C@H]1S[C@@H]1C
Energy above the lowest of the compared OMol25 structures with the same formula, charge and spin: 114.1 kJ/mol
Calculated total energy: -593.44478 Eh

=====

C5H8S | the ωB97M-V functional and the def2-TZVPD basis

CARTESIAN COORDINATES (ANGSTROEM)
S -1.96088 0.35448 -1.20924
C 0.68874 -0.12867 -0.44407
C -0.85593 0.06800 -0.06717
C -0.44536 0.89863 2.18663
C 1.00002 -0.88578 -1.78256
C -1.19189 0.21151 1.29516
H 0.25212 -1.65109 -1.98231
H 2.03024 -1.25236 -1.63425
H 1.09652 -0.67793 0.33243
H 0.87033 -0.13797 -2.60077
H 0.53671 1.05499 1.78290
H -2.23021 -0.14902 1.47879
H -0.84877 1.32760 3.08241
H 1.05837 0.96761 -0.43793

Summary:
Kohn-Sham gap: 0.2985 Eh
Structure (SMILES): C=CC(=S)CC
Energy above the lowest of the compared OMol25 structures with the same formula, charge and spin: 152.8 kJ/mol
Calculated total energy: -593.43004 Eh

=====

C5H8S | the ωB97M-V functional and the def2-TZVPD basis

CARTESIAN COORDINATES (ANGSTROEM)
S -1.57381 1.51503 0.09911
C -0.73974 0.01889 -0.10949
C 2.95814 1.29468 0.26127
C -0.60657 -0.93065 1.02517
C 1.88302 0.84957 -0.02681
C -0.66731 -0.50043 -1.50285
H -0.46872 -0.41658 1.97384
H 0.20349 -1.13934 -1.62937
H -0.61500 0.31547 -2.22010
H -1.47543 1.56527 1.42918
H -1.50644 -1.55220 1.10245
H -1.55639 -1.09847 -1.72991
H 3.92442 1.67200 0.46323
H 0.24033 -1.59324 0.86428

Summary:
Kohn-Sham gap (alpha / beta): 0.2626 / 0.2627 Eh
Energy above the lowest of the compared OMol25 structures with the same formula, charge and spin: 510.9 kJ/mol
Calculated total energy: -593.29362 Eh